w) {
  "formula": "C68H170O34",
  "method": "ωB97M-V/def2-TZVPD",
  "symbols": ["O", "O", "H", "H", "C", "H", "O", "C", "O", "H", "H", "H", "H", "H", "H", "C", "H", "H", "H", "H", "H", "H", "H", "O", "H", "H", "H", "H", "H", "C", "C", "C", "H", "H", "C", "H", "C", "H", "H", "O", "C", "C", "H", "H", "H", "H", "C", "H", "C", "H", "O", "H", "H", "H", "C", "H", "H", "H", "C", "H", "H", "O", "H", "C", "H", "H", "C", "O", "H", "H", "H", "C", "O", "H", "H", "H", "C", "H", "C", "H", "H", "H", "H", "C", "O", "H", "H", "H", "C", "H", "H", "H", "H", "H", "H", "H", "H", "C", "H", "C", "C", "H", "H", "O", "H", "H", "H", "C", "H", "H", "C", "H", "C", "H", "H", "O", "O", "H", "H", "H", "H", "H", "H", "H", "O", "C", "C", "C", "H", "H", "C", "H", "H", "H", "H", "H", "H", "H", "H", "H", "O", "O", "C", "C", "H", "C", "C", "O", "H", "O", "O", "H", "H", "H", "C", "H", "H", "H", "H", "H", "O", "C", "H", "H", "C", "H", "H", "C", "O", "H", "H", "C", "H", "H", "O", "H", "O", "H", "H", "O", "H", "C", "H", "O", "H", "H", "C", "C", "H", "O", "H", "O", "H", "H", "H", "C", "H", "H", "C", "C", "H", "H", "C", "H", "H", "H", "C", "H", "H", "H", "H", "H", "H", "H", "C", "H", "H", "H", "H", "H", "O", "H", "C", "C", "C", "H", "H", "H", "H", "H", "O", "C", "H", "C", "H", "C", "O", "H", "O", "O", "C", "H", "H", "C", "H", "C", "C", "H", "H", "C", "C", "H", "H", "H", "H", "C", "C", "C", "H", "H", "H", "H", "H", "H", "H", "C", "C", "O", "C", "H", "H", "C"],
  "xyz": [[11.48, -10.00, 17.73], [13.02, -3.34, 8.71], [3.92, -0.75, 16.71], [0.02, 1.05, 17.74], [7.39, -7.41, 24.26], [5.57, -4.24, 18.20], [4.19, -10.78, 16.39], [9.82, -0.03, 14.84], [6.12, -1.60, 17.99], [12.89, -10.55, 16.08], [7.26, -13.47, 14.62], [-1.04, 5.31, 16.63], [2.70, -1.91, 23.30], [1.59, 2.54, 17.94], [9.66, 0.71, 14.05], [16.19, -11.27, 15.49], [9.48, 0.15, 21.30], [1.35, 4.71, 22.03], [-2.11, 5.14, 18.77], [3.18, -12.33, 15.81], [7.72, -2.93, 26.52], [-0.90, 4.13, 19.78], [6.14, 2.39, 12.47], [7.53, 3.04, 18.93], [12.60, -6.44, 14.52], [1.46, -1.52, 24.49], [2.50, -7.45, 19.51], [0.00, 3.85, 16.21], [15.73, -12.20, 15.18], [4.57, -10.62, 22.78], [1.99, 4.15, 22.71], [2.55, -4.19, 15.71], [8.75, -4.39, 16.34], [1.09, -0.44, 15.84], [6.98, -2.72, 18.34], [3.53, -4.13, 19.72], [6.50, -4.05, 17.66], [11.40, 2.85, 20.23], [10.86, -12.47, 13.74], [2.34, 0.49, 17.23], [9.85, -12.85, 13.60], [12.34, -10.87, 16.96], [1.41, -1.49, 17.17], [6.22, -3.79, 16.64], [10.67, -8.62, 16.35], [4.89, -12.71, 16.24], [8.87, -9.29, 13.96], [9.22, -6.00, 14.15], [-0.04, -0.03, 17.57], [9.75, 0.38, 19.20], [5.31, 2.18, 21.65], [2.99, 3.07, 18.61], [8.64, -7.15, 8.16], [9.01, -3.48, 23.18], [5.40, 1.24, 22.67], [3.69, -8.09, 23.35], [1.92, 4.65, 23.67], [3.01, -1.31, 25.06], [4.95, -8.63, 17.31], [2.12, -5.95, 17.62], [9.69, -9.09, 13.27], [12.93, -3.54, 17.22], [5.98, 0.36, 22.42], [1.26, -0.44, 16.92], [1.53, 3.53, 19.49], [14.80, -3.85, 9.10], [4.21, -12.00, 15.77], [4.26, -7.90, 16.22], [4.79, -6.20, 22.77], [10.12, -0.99, 14.40], [6.13, -2.40, 23.36], [14.24, -8.04, 15.89], [-1.13, -0.53, 16.85], [12.23, -5.15, 8.07], [-1.73, 1.33, 16.23], [7.68, 2.84, 13.34], [1.96, 3.41, 18.50], [6.97, 1.50, 20.72], [5.35, -10.13, 16.77], [7.79, 2.18, 11.78], [8.05, -10.21, 20.73], [7.78, -14.85, 15.41], [6.00, -7.21, 22.02], [8.66, -5.06, 17.19], [15.17, -10.29, 15.09], [2.28, -3.22, 15.28], [3.58, -7.91, 20.87], [14.04, -2.11, 10.74], [12.50, -5.54, 19.61], [6.30, -1.97, 25.99], [-2.43, 3.49, 19.25], [10.06, -8.08, 18.59], [7.78, -8.05, 23.47], [12.58, -1.52, 16.69], [13.22, 0.51, 18.56], [13.21, -8.39, 15.86], [6.66, -0.56, 19.77], [7.38, -2.09, 25.91], [16.37, -11.35, 16.56], [6.52, 3.42, 19.87], [7.02, -2.92, 23.72], [14.98, -3.37, 19.89], [3.01, 4.26, 22.36], [7.33, 0.81, 13.26], [-3.10, 0.22, 16.33], [8.99, -11.32, 12.36], [12.52, -6.51, 20.10], [8.88, -5.68, 13.16], [0.97, 2.14, 21.27], [5.89, -10.68, 17.53], [15.27, -9.20, 15.99], [1.80, -0.26, 21.81], [6.27, -0.48, 18.76], [4.48, -8.57, 18.30], [6.77, -5.34, 9.63], [2.67, -4.02, 17.18], [7.64, -6.35, 12.75], [6.59, -4.73, 12.06], [14.31, -3.73, 11.67], [8.66, 1.15, 22.55], [7.37, 2.86, 21.80], [11.30, -2.52, 13.13], [4.54, -11.89, 14.74], [-2.40, 0.75, 17.80], [7.49, -7.22, 9.82], [-2.14, 0.47, 16.78], [14.01, -3.58, 19.44], [6.81, -5.74, 11.71], [4.96, -8.41, 24.41], [3.48, 0.54, 15.56], [2.94, -4.99, 19.41], [7.87, -1.21, 26.32], [9.29, -1.72, 19.92], [8.54, -8.75, 8.77], [6.12, -10.13, 16.00], [11.66, -4.96, 20.01], [6.66, 4.48, 20.06], [9.56, -7.43, 9.65], [3.56, -10.77, 22.37], [10.89, 1.34, 18.27], [9.35, -13.72, 14.65], [7.74, -1.94, 24.54], [0.87, 5.30, 17.54], [7.18, 2.13, 12.68], [17.17, -11.04, 15.07], [7.47, -5.88, 10.27], [6.74, 0.63, 14.52], [8.31, -2.33, 21.64], [6.98, 0.10, 18.17], [10.36, 1.90, 21.75], [2.06, 4.62, 17.74], [6.96, 1.51, 15.12], [2.68, 2.07, 21.61], [8.08, 3.28, 16.95], [10.36, -9.42, 17.02], [13.32, 0.95, 20.28], [-0.11, -0.55, 18.53], [5.59, -6.30, 15.88], [3.35, -4.66, 15.13], [6.83, -1.14, 15.71], [5.03, -9.32, 22.41], [3.64, 0.30, 16.61], [13.64, -4.98, 9.83], [13.42, -4.42, 7.00], [1.70, 1.95, 22.06], [7.01, -2.89, 19.42], [8.71, -8.54, 14.73], [8.67, -7.72, 9.09], [8.73, -0.24, 15.70], [4.43, 0.78, 22.82], [1.62, -4.68, 15.41], [10.52, 2.21, 20.30], [8.28, -7.03, 24.77], [8.50, -8.45, 20.62], [11.55, -0.02, 19.73], [8.68, -4.63, 13.39], [13.78, -4.93, 19.90], [6.97, -8.11, 24.98], [7.99, -2.47, 18.03], [8.99, -9.82, 19.03], [7.13, -9.07, 19.74], [8.02, -14.25, 14.53], [10.22, 0.28, 22.94], [6.41, -6.47, 23.97], [8.10, -9.16, 13.20], [11.61, -11.64, 16.71], [10.63, 1.02, 19.28], [6.63, 2.47, 21.10], [7.78, -4.25, 22.19], [-1.07, 3.59, 17.86], [11.23, -2.45, 16.69], [1.38, 2.96, 23.03], [1.95, -4.89, 19.85], [10.25, -2.40, 21.14], [2.18, -6.95, 21.16], [8.13, -9.33, 20.09], [9.66, -5.92, 12.44], [4.39, 1.01, 16.98], [9.42, -8.83, 18.11], [13.86, -3.93, 9.63], [9.75, -10.18, 16.53], [5.55, 3.41, 19.36], [-1.64, 4.18, 18.97], [4.37, -6.66, 14.64], [14.86, -4.15, 17.45], [5.67, 0.48, 14.37], [7.51, -0.65, 15.01], [6.38, 3.48, 17.18], [11.85, -3.63, 7.09], [5.75, -7.73, 14.84], [0.56, 5.73, 18.49], [9.30, -4.66, 17.97], [5.88, -8.11, 17.51], [16.28, -8.80, 16.04], [13.64, -6.13, 14.60], [8.00, -14.87, 13.64], [13.48, -0.68, 19.76], [13.05, -11.25, 17.69], [12.35, -5.71, 18.55], [14.24, -7.37, 16.75], [12.44, -3.16, 11.44], [9.12, -6.02, 16.98], [13.75, -3.14, 10.94], [12.17, -2.36, 17.25], [4.77, -8.25, 23.35], [9.91, -13.44, 12.68], [12.98, -2.31, 13.25], [8.54, -8.30, 17.76], [3.80, -5.65, 17.48], [6.76, -3.76, 24.36], [3.70, -5.93, 20.19], [12.59, -4.20, 7.67], [14.60, -2.44, 17.61], [5.04, -7.10, 15.37], [5.88, -6.27, 11.50], [7.34, 3.72, 17.61], [8.98, -10.65, 14.35], [7.84, -12.07, 13.38], [2.50, 0.13, 23.70], [14.36, -7.37, 14.65], [8.07, -3.30, 22.65], [11.82, -2.05, 18.23], [9.18, -3.51, 20.24], [12.91, 0.23, 19.57], [0.61, 0.29, 23.03], [1.60, 0.46, 22.61], [2.45, -1.24, 24.13], [1.11, 6.11, 16.86], [4.63, -10.90, 23.83], [5.51, -7.00, 22.96], [-0.38, 4.52, 16.99], [9.64, 2.83, 20.11], [13.93, -5.56, 13.72], [13.69, -5.55, 15.52], [5.16, -11.44, 22.37], [14.18, -3.41, 17.88], [12.18, -2.33, 12.51], [9.61, 0.78, 22.18], [8.34, -5.29, 9.98], [7.43, 4.80, 17.53], [13.19, -2.96, 19.82], [7.67, -1.55, 14.42], [12.09, -1.30, 12.16], [5.74, 1.58, 23.65], [5.29, 0.00, 18.79], [2.98, -7.12, 20.43], [8.86, -11.68, 13.38], [7.28, -5.22, 17.71], [2.89, -5.22, 17.88], [10.70, 0.25, 15.42], [15.10, -9.61, 16.98], [9.27, -2.51, 20.67]],
  "lumo_energy_ev": 0.47
}


x) {
  "formula": "C68H170O34",
  "method": "ωB97M-V/def2-TZVPD",
  "symbols": ["H", "H", "H", "H", "H", "H", "H", "H", "H", "O", "O", "C", "H", "O", "H", "H", "H", "C", "C", "O", "C", "O", "H", "H", "C", "H", "O", "C", "H", "H", "H", "H", "H", "C", "H", "H", "H", "H", "H", "H", "H", "H", "H", "H", "H", "H", "O", "H", "C", "H", "H", "H", "H", "O", "H", "H", "H", "O", "H", "H", "H", "H", "H", "C", "O", "H", "H", "H", "H", "H", "H", "O", "C", "C", "C", "H", "H", "O", "H", "C", "H", "H", "H", "H", "H", "H", "H", "H", "H", "H", "H", "O", "C", "H", "C", "H", "C", "C", "C", "C", "H", "O", "H", "C", "H", "H", "H", "C", "H", "H", "C", "H", "H", "O", "H", "C", "H", "H", "C", "C", "H", "H", "H", "H", "O", "C", "O", "H", "H", "O", "H", "H", "H", "C", "O", "H", "H", "O", "H", "H", "O", "H", "C", "H", "C", "H", "C", "H", "C", "H", "H", "C", "H", "C", "H", "H", "H", "C", "O", "C", "C", "H", "H", "H", "O", "H", "H", "H", "H", "C", "C", "H", "O", "H", "C", "H", "H", "C", "H", "H", "H", "C", "H", "H", "C", "H", "H", "C", "C", "C", "C", "H", "O", "C", "C", "C", "H", "H", "O", "C", "H", "H", "C", "C", "O", "H", "H", "H", "O", "H", "H", "H", "H", "H", "C", "H", "H", "C", "C", "H", "O", "H", "H", "H", "H", "H", "C", "H", "C", "H", "H", "H", "H", "H", "H", "C", "C", "O", "H", "C", "C", "O", "O", "H", "H", "H", "H", "H", "H", "H", "O", "C", "H", "C", "C", "H", "H", "H", "C", "H", "H", "H", "C", "H", "C", "H", "H", "H", "C", "H", "O", "H"],
  "xyz": [[5.42, -8.28, 1.69], [1.53, 5.57, -6.32], [1.84, -1.03, 7.16], [-2.40, 2.67, -3.44], [-6.60, 1.08, -4.31], [-2.61, 3.01, -5.17], [2.66, -7.14, -0.07], [5.58, -3.99, 3.97], [1.32, 8.06, -0.44], [2.52, -5.09, -0.30], [-2.14, 4.64, -3.98], [-1.03, 1.88, -0.75], [-4.55, 1.52, 1.73], [-1.94, 3.48, 4.42], [1.96, -6.57, -1.57], [8.63, -2.91, 4.49], [4.59, 2.79, -6.03], [3.24, -1.86, -2.43], [-0.08, -4.40, -2.47], [0.00, -1.47, 0.88], [0.90, -2.51, 0.84], [5.75, 1.70, 3.47], [-5.24, -6.80, 1.31], [2.21, 9.31, -1.43], [2.03, -6.37, -0.51], [-2.11, -5.68, -3.30], [-0.33, -0.55, -5.51], [3.47, -3.90, -3.55], [-0.41, 4.81, 4.96], [4.35, 1.55, 4.97], [-5.80, -0.12, -2.21], [3.07, 7.93, -0.89], [-4.49, -0.96, 1.83], [-1.84, -1.96, 6.87], [5.71, -0.40, -0.18], [2.25, 0.09, 5.88], [-2.87, 4.87, -5.82], [-1.73, 1.73, -1.58], [5.26, -3.76, -7.29], [-6.47, 2.59, 2.35], [0.95, 4.78, 1.29], [2.96, -0.93, 3.74], [1.27, -0.95, -4.32], [0.02, -0.83, -1.09], [-3.96, -8.45, 2.40], [0.06, -4.70, -1.41], [-4.05, 6.24, 0.97], [4.80, 3.24, 4.55], [-1.48, 4.78, 4.78], [-6.38, -6.80, 2.69], [4.20, -1.99, -1.94], [-2.38, -0.70, 0.77], [-2.82, -1.90, -2.41], [1.68, 7.65, -2.46], [-5.22, -1.79, 4.10], [1.82, 3.18, -5.40], [3.62, 1.32, -0.90], [-1.39, 1.02, 0.34], [2.89, -0.83, -2.55], [-5.13, 8.59, -0.19], [2.48, 1.87, 1.04], [-0.22, -0.81, -3.41], [2.64, 2.94, 3.76], [-6.01, -1.05, 4.07], [3.54, 3.49, -4.39], [-6.97, -1.56, 3.89], [-2.88, 5.68, -0.70], [-4.46, 0.63, 0.19], [-3.41, -1.06, 5.83], [7.85, -1.43, 0.41], [0.90, 3.93, -0.23], [-4.37, -6.51, 3.08], [-4.91, 8.06, -1.12], [-2.35, -1.17, 5.70], [4.47, -5.12, 1.30], [0.35, -3.49, 0.74], [-4.50, -2.09, -3.14], [2.54, -1.88, 5.55], [-6.54, -4.70, 1.44], [5.46, -7.36, 1.16], [-2.78, -4.75, 2.03], [-0.46, 6.50, -4.96], [-1.07, 2.89, -0.38], [-1.48, 1.96, -8.53], [1.10, 1.32, 1.94], [-5.46, 5.02, 1.71], [5.31, -7.54, 0.10], [-2.96, -3.25, 1.07], [5.07, -5.54, -6.96], [8.52, -1.17, 4.92], [4.47, -5.55, -0.85], [3.16, -2.54, -3.67], [-5.10, 0.42, -2.86], [-5.92, -0.40, -6.76], [3.20, 1.99, -1.64], [-6.17, -0.98, 1.45], [-2.60, -5.57, -1.29], [-1.12, 6.12, -5.74], [0.73, 5.46, -7.07], [7.33, -2.34, 0.74], [-7.77, 2.66, 1.13], [-0.46, 5.09, -6.44], [-3.16, -0.66, -7.26], [4.59, 2.23, 4.13], [-0.07, 4.86, -2.06], [-1.73, 5.53, 4.00], [-0.98, 2.98, -4.57], [-5.49, -6.35, 2.26], [4.33, -1.04, 0.69], [-5.18, 7.00, -1.07], [-1.99, 3.24, -4.29], [9.81, -1.69, 3.91], [-3.83, 4.25, 1.64], [2.97, 1.13, 2.85], [-0.40, 1.53, -7.28], [-2.18, 5.23, 6.04], [5.35, -1.82, 3.53], [2.67, -4.52, -3.13], [5.41, -0.89, 0.73], [-0.66, -1.23, -0.30], [4.08, 2.28, -2.20], [2.18, 0.08, 1.30], [2.73, 1.69, -5.13], [6.93, 2.74, 4.76], [-1.56, -6.55, -1.03], [-1.03, -1.45, 9.08], [5.95, -2.18, 0.74], [3.80, 2.94, 2.31], [-1.21, -2.10, -0.69], [-2.22, -1.89, 4.50], [2.65, -2.39, -1.71], [2.86, 2.90, -1.13], [-2.31, -6.87, 0.95], [-2.39, -4.89, -2.60], [-1.37, -3.93, -2.64], [5.58, -0.37, 1.65], [-1.90, 2.14, 2.89], [-3.56, 8.09, -1.39], [-5.10, 6.32, 5.11], [5.03, -0.64, 4.76], [5.33, -2.52, 5.44], [5.14, 4.36, -5.35], [0.25, 5.83, -1.70], [-3.33, -4.40, -2.91], [-2.36, 5.51, -5.09], [5.96, -4.49, 5.67], [8.76, -1.89, 4.12], [6.77, 1.08, 5.21], [1.65, 2.28, -3.38], [7.51, -3.18, 0.09], [3.60, -0.69, 6.87], [-3.97, -7.83, 3.30], [7.52, -3.58, 2.46], [4.26, 3.75, -5.58], [-3.58, -6.08, -1.28], [-6.78, -1.87, -6.19], [-4.72, -8.24, 4.00], [3.43, 2.38, 3.22], [-2.37, 1.12, -6.79], [-2.73, 7.75, -0.32], [5.30, -3.89, 5.04], [0.66, 6.39, -7.62], [0.23, -5.16, -3.21], [-0.19, -2.20, 4.69], [-5.76, 0.04, 3.18], [9.04, -2.96, 1.83], [7.75, 1.46, 3.80], [-5.48, 8.51, -1.98], [-5.62, -4.31, 3.01], [-6.58, -0.83, -5.99], [2.16, 1.09, 1.70], [0.53, -3.50, -2.64], [2.24, 1.39, -2.45], [-1.76, 6.21, 6.34], [4.76, -1.67, 4.44], [-1.88, -1.97, -5.76], [-1.73, 7.93, -0.69], [-2.21, -0.25, -6.93], [1.05, -6.32, -0.07], [4.08, -3.85, -0.32], [-1.98, 4.50, 6.83], [2.43, 2.65, -4.67], [-4.26, -1.60, -1.44], [-0.28, 2.72, 3.40], [1.12, 4.89, 0.22], [2.17, 5.09, 0.04], [3.00, -2.75, 3.90], [-5.64, -4.83, 2.05], [-0.90, -1.88, 3.92], [7.99, -2.70, 2.05], [-1.40, 1.96, -7.43], [0.78, 1.72, -3.72], [-3.59, 5.36, 5.97], [3.25, -1.80, 4.34], [-2.86, 6.32, 0.21], [3.92, -4.91, -0.14], [-2.99, -7.83, 3.81], [-1.58, 2.98, -7.05], [-3.81, -0.21, -2.82], [0.20, -1.19, -4.35], [-3.51, 7.19, 5.00], [-3.66, -3.35, 2.74], [-3.44, -3.88, 1.84], [-5.11, 0.91, 1.02], [-5.98, -0.80, -4.75], [3.63, 4.33, -6.30], [-1.45, -0.45, -7.68], [1.33, 3.19, -2.84], [5.05, -4.35, -5.26], [-2.63, -4.93, -0.43], [3.39, -5.55, -4.95], [5.46, -4.66, 1.40], [-0.01, -1.41, 8.63], [-2.98, 6.29, -4.66], [1.58, 6.22, -2.38], [-2.00, 6.10, 0.87], [-0.88, -2.62, 3.12], [-1.84, -7.37, 0.12], [6.84, 1.73, 4.32], [6.54, -4.67, -6.45], [4.41, -6.53, 1.70], [0.11, -2.28, -4.33], [-4.99, 1.45, -2.44], [3.10, -3.93, -5.63], [1.63, 5.84, -3.41], [-1.40, 6.91, -6.43], [-7.09, 2.02, 1.65], [-0.88, -7.75, 0.47], [-5.39, -0.32, 1.82], [-3.84, 5.84, 3.95], [-4.83, 4.45, 0.22], [6.38, -6.80, 1.25], [-0.79, -2.22, 6.70], [1.59, -2.51, -0.02], [1.44, -2.51, 1.80], [-3.85, -1.55, -2.45], [-4.03, 6.22, 4.98], [7.91, -1.64, 3.02], [-2.31, -0.52, -4.81], [3.72, -4.51, -4.93], [-1.71, -0.87, -5.66], [0.32, 5.89, -0.32], [-6.25, 1.60, 0.57], [-1.09, -2.47, 9.46], [2.44, 5.86, -1.81], [-2.38, -0.29, -1.00], [3.74, -4.67, 1.98], [-1.25, 3.75, 2.44], [-0.45, 6.60, -1.98], [-7.51, 1.23, 2.25], [-4.64, -4.24, 1.21], [-5.67, 0.53, -4.25], [-0.70, -0.90, 3.45], [5.47, -4.59, -6.61], [-4.53, 4.91, 1.16], [-2.64, -8.03, -0.16], [-2.98, 8.42, 0.51], [-1.84, -0.21, 5.62], [-1.33, 3.00, 3.24], [0.86, 4.72, -7.81], [-7.43, -0.18, -6.07], [4.31, -3.94, -2.86], [2.60, -0.80, 6.42], [-4.89, 0.88, -4.92], [2.07, 8.27, -1.21], [-2.48, -2.85, 6.91], [4.27, -4.24, 5.15], [-6.00, -0.67, 5.09], [-1.77, -0.30, -0.07], [-1.10, -0.76, 9.94], [-1.92, -1.09, 8.07], [-0.06, 1.62, -1.19]],
  "lumo_energy_ev": 0.60
}


Stability comparison, relative energies in kJ/mol: w) 766.1; x) 0.0